Density functional theory data (ωB97M-V/def2-TZVPD) for a structure of composition C40H52N4O12Se2SiSn.

Gap between HOMO and LUMO, eV: 3.9
Max |F|, hartree/bohr: 0.009
Energy above the lowest of the compared OMol25 structures with the same formula, charge and spin, eV: 1.4154
Net charge: -2

XYZ file:
```
112
Properties=species:S:1:pos:R:3:mulliken_charge:R:1
C -0.304 3.400 -0.686 -0.22
C -2.731 -1.141 -6.121 -1.36
H -4.550 3.058 1.313 0.35
H 7.158 2.347 1.190 0.44
H 3.219 -3.371 3.837 0.50
C -1.169 -2.317 -4.526 0.09
H -0.542 -2.163 -3.648 -0.32
C 5.476 4.833 -1.475 -0.34
H -2.819 -1.995 5.371 0.36
H -0.863 -0.522 5.155 0.37
C -0.396 -1.171 4.408 -1.55
H -0.888 2.828 0.030 0.37
H -5.047 1.495 3.205 0.31
H -4.935 0.243 0.145 -0.07
C -0.847 -2.966 2.707 -1.23
H -0.773 -2.780 -6.374 0.43
O -3.071 0.964 1.554 0.21
H -4.864 -1.312 2.141 0.15
H -5.799 -2.537 1.252 0.56
H 0.147 -0.553 3.695 -0.03
O -0.598 -0.080 1.108 2.77
H -3.650 4.119 2.420 0.40
Se -0.055 1.046 -3.710 -0.22
O 1.188 -1.982 -1.715 -0.38
H -3.495 -1.883 -5.860 0.42
H -1.329 1.417 3.637 0.07
Sn 1.413 0.086 0.410 0.85
O -2.014 -1.571 -7.287 -0.57
C 2.221 -4.381 0.730 0.01
C -4.113 -1.752 0.154 1.67
N 1.010 3.409 -0.489 -0.13
H -4.218 -2.942 1.957 0.18
C 1.780 4.038 -1.377 0.21
O 2.143 0.251 2.411 -0.90
H -3.480 -2.676 -1.688 0.03
C -4.904 -0.626 -0.511 -0.97
H 0.170 -0.472 -5.739 0.40
C 1.399 -3.031 -1.156 -0.42
O 5.912 6.933 -2.474 -0.74
H -3.719 0.746 4.110 0.08
H 1.895 5.200 -3.182 0.43
H -0.965 2.474 2.277 0.06
C -4.018 -2.956 -0.780 -1.53
H -0.245 -2.446 1.960 -0.01
H -2.641 -1.697 -8.004 0.34
C -3.570 3.259 1.751 -1.68
H 3.735 5.887 -2.071 0.61
H 4.410 -1.614 0.497 0.53
C 5.058 -0.760 0.663 -0.17
C 6.453 5.936 -1.953 0.59
C 2.837 -3.349 2.823 -1.51
C 6.930 0.270 1.703 -0.52
C -2.348 -2.710 4.693 -2.08
C 6.148 -0.856 1.518 -0.77
N 3.709 2.844 -0.610 0.11
H 7.006 3.537 -0.784 0.62
H -2.003 3.978 -1.863 0.45
H 2.133 -5.253 0.101 0.52
H 2.984 0.141 4.417 0.43
H -4.110 2.465 4.361 0.46
N 4.726 0.355 0.020 0.03
C -3.076 2.026 2.501 1.85
H -2.879 3.506 0.944 0.13
C -1.778 -0.967 -4.939 1.47
H -1.992 -2.989 -4.237 0.32
C -1.684 2.282 3.074 -1.09
H -1.708 3.146 3.743 0.58
C 2.447 -2.068 2.286 1.08
C 5.938 3.667 -0.882 -1.14
H -0.189 -3.663 3.231 0.62
H -1.629 -3.533 2.196 0.25
C -0.929 4.040 -1.745 -0.29
H -5.924 -0.953 -0.733 0.49
H -5.010 -3.326 -1.050 0.37
H -4.420 -0.323 -1.442 0.01
C 6.589 1.440 1.045 -0.92
H 0.322 -1.825 4.907 0.52
O 3.012 -0.805 4.229 -0.66
C 5.469 1.446 0.215 0.24
H 6.353 -1.787 2.030 0.41
C 3.261 3.955 -1.189 0.86
H 1.006 -3.951 -2.722 0.36
O 7.661 5.696 -1.757 -0.74
C 1.240 4.716 -2.472 -0.88
C 2.530 -0.891 2.939 -0.07
Se -1.499 -0.079 -2.238 -0.13
C 4.104 4.973 -1.626 -1.07
C 1.869 -3.159 0.249 -0.03
C -4.050 1.663 3.621 -1.68
H -3.134 -3.264 4.175 0.35
H -3.228 -0.186 -6.324 0.49
H 7.785 0.248 2.369 0.38
C -0.678 0.041 -5.292 -0.97
O -0.354 -2.924 -5.517 -0.60
C -1.469 -1.975 3.687 2.07
H -1.051 0.783 -5.998 0.47
O 1.260 -4.206 -1.823 -0.57
H -3.382 -1.167 -3.479 0.61
H 3.020 -5.432 2.497 0.32
Si -2.086 -0.371 1.521 -3.26
C 5.023 2.706 -0.459 0.88
C -0.131 4.721 -2.651 -0.75
O -2.777 -1.335 0.368 0.45
H -3.457 -3.757 -0.296 0.37
C -2.635 -0.430 -3.784 -1.68
N 1.939 -1.991 0.937 1.25
C -4.793 -2.160 1.459 -1.63
H -1.752 -3.412 5.280 0.37
H -3.143 0.489 -4.081 0.42
H -0.569 5.224 -3.505 0.36
O -2.336 -1.058 3.007 0.12
C 2.728 -4.471 2.090 -0.93
```



Density functional theory data (ωB97M-V/def2-TZVPD) for a cluster of 2 separate species, CH6O in total in a non-equilibrium geometry.

Gap between HOMO and LUMO, eV: 12.4
Max |F|, hartree/bohr: 0.024
Energy above the lowest of the compared OMol25 structures with the same formula, charge and spin, eV: 0.0163

XYZ file:
```
8
Properties=species:S:1:pos:R:3:mulliken_charge:R:1
H -0.485 1.223 0.073 0.22
H 1.249 0.772 -0.051 0.20
O -1.144 -2.657 0.721 -0.65
H 0.784 2.487 0.217 0.23
H -0.186 -2.597 0.939 0.32
C 0.504 1.547 -0.283 -0.88
H -1.189 -2.483 -0.246 0.32
H 0.468 1.707 -1.370 0.23
```



Density functional theory data (ωB97M-V/def2-TZVPD) for a cluster of 2 separate species, C24H20N3O7 in total in a non-equilibrium geometry.

Gap between HOMO and LUMO, eV: 5.1
Max |F|, hartree/bohr: 0.057
Energy above the lowest of the compared OMol25 structures with the same formula, charge and spin, eV: 1.0787
Net charge: -1

XYZ file:
```
54
Properties=species:S:1:pos:R:3:mulliken_charge:R:1
C -2.454 -0.214 -0.602 0.42
C 2.143 -0.254 2.000 0.54
H 2.705 -0.071 4.570 0.33
H 1.637 3.365 -7.398 0.34
O 0.061 2.351 -0.103 -0.70
O 2.526 0.881 2.169 -0.52
C 0.358 -2.538 4.956 -0.40
C 1.114 1.402 -6.663 -0.50
C 0.779 -3.816 6.967 -0.39
C -1.183 0.488 -0.659 -0.96
C 1.400 0.403 -5.729 -0.51
H 3.818 2.004 -3.922 0.33
H -5.347 3.208 -1.988 0.34
C 1.890 -3.015 7.252 -0.47
O -2.097 2.345 0.249 -0.70
C 2.466 -0.696 -1.408 0.49
C 3.086 1.839 -4.720 -0.26
C 1.449 -1.713 5.256 0.73
H 3.771 -0.693 -3.722 0.35
C 1.834 2.602 -6.647 -0.37
H -3.160 2.067 -2.005 0.34
H 2.493 -3.208 8.139 0.35
C 2.227 -1.958 6.403 -0.51
O 3.160 -1.694 -1.438 -0.55
H -0.260 -0.043 -0.898 0.60
H 0.503 -4.627 7.640 0.35
N -1.042 1.754 -0.164 0.94
H 0.843 -0.540 -5.719 0.29
H -0.832 -4.224 5.572 0.36
H -0.216 -2.354 4.040 0.42
O -2.417 -1.464 -0.611 -0.73
H 3.345 3.778 -5.624 0.35
C 2.803 2.832 -5.662 -0.47
O 1.898 -1.165 2.975 -0.23
N 1.667 -0.250 -0.264 0.36
C -5.187 2.340 -1.343 -0.58
H 2.100 -1.328 -3.869 0.36
C -6.008 0.751 0.310 -0.49
C -3.947 1.693 -1.348 -0.14
C -6.201 1.889 -0.484 -0.33
O 2.278 0.151 -2.430 -0.14
C 2.699 -0.420 -3.717 -0.86
H -4.670 -0.876 0.796 0.36
H 0.938 0.149 4.295 0.35
H -7.147 2.434 -0.431 0.33
C 2.402 0.615 -4.765 0.72
N 1.910 -0.942 0.753 -0.40
C -4.800 0.053 0.232 -0.52
C 0.021 -3.590 5.813 -0.48
C -3.742 0.557 -0.545 0.59
H -6.804 0.405 0.975 0.34
H 3.088 -1.313 6.611 0.30
H 0.335 1.237 -7.407 0.36
C 1.769 -0.584 4.311 -0.74
```



Density functional theory data (ωB97M-V/def2-TZVPD) for a cluster of 2 separate species, C8H8NO2S2 in total in a non-equilibrium geometry.

Gap between HOMO and LUMO (alpha / beta), eV: 7.3 / 7.3
Max |F|, hartree/bohr: 0.099
Energy above the lowest of the compared OMol25 structures with the same formula, charge and spin, eV: 0.7420
Net charge: -1

XYZ file:
```
21
Properties=species:S:1:pos:R:3:mulliken_charge:R:1
C -3.111 0.106 0.137 -0.10
C 2.639 1.404 -0.935 0.49
S 1.630 -1.989 -0.854 -0.29
C -0.348 -0.622 0.440 -0.29
N 1.457 1.011 -0.430 -0.42
C -2.403 -0.338 -0.901 -0.63
H -0.769 -0.194 2.528 0.36
H -3.011 0.467 2.311 0.36
C 1.062 -0.997 0.613 0.79
H -0.422 -0.989 -1.589 0.38
S 1.958 -1.047 1.995 -0.35
H 3.508 0.614 0.571 0.29
C -1.063 -0.640 -0.786 0.00
O 2.838 2.079 -1.904 -0.67
H 2.593 -1.160 -1.158 0.16
C -2.541 0.098 1.417 -0.68
H 0.536 1.208 -0.969 0.09
O 3.718 1.043 -0.203 -0.45
H -4.189 0.497 0.149 0.24
H -2.944 -0.382 -1.963 0.17
C -1.138 -0.167 1.531 -0.44
```



Density functional theory data (ωB97M-V/def2-TZVPD) for a cluster of 3 separate species, C3H12O3 in total.

Gap between HOMO and LUMO, eV: 10.7
Max |F|, hartree/bohr: 0.017
Energy above the lowest of the compared OMol25 structures with the same formula, charge and spin, eV: 1.4712

XYZ file:
```
18
Properties=species:S:1:pos:R:3:mulliken_charge:R:1
H -2.353 13.402 -15.409 0.21
C -1.471 13.101 -15.965 -0.53
H -1.699 12.298 -16.667 0.24
H -1.069 13.981 -16.470 0.29
H 0.693 8.695 -11.728 0.17
H -1.642 8.442 -12.716 0.15
O -0.526 12.600 -15.008 -0.49
H -2.855 9.419 -11.830 0.25
H 2.108 9.404 -10.864 0.31
C 1.027 9.429 -11.000 -0.53
H -1.637 10.521 -13.608 0.29
O 0.564 10.696 -11.448 -0.47
H 0.295 12.375 -15.451 0.28
H -3.329 8.302 -13.107 0.28
C -2.568 9.025 -12.808 -0.50
O -2.412 9.989 -13.834 -0.48
H 1.199 11.375 -11.213 0.28
H 0.576 9.187 -10.035 0.24
```



Density functional theory data (ωB97M-V/def2-TZVPD) for the molecule C4H4O2 in a non-equilibrium geometry.

Gap between HOMO and LUMO, eV: 10.7
Max |F|, hartree/bohr: 0.094
Energy above the lowest of the compared OMol25 structures with the same formula, charge and spin, eV: 2.9163

XYZ file:
```
10
Properties=species:S:1:pos:R:3:mulliken_charge:R:1
C -1.156 0.268 0.267 -0.08
C 0.128 0.777 -0.131 -0.54
C 1.299 -0.211 -0.486 0.56
H -0.062 1.405 -0.912 0.37
O 2.039 -0.373 -1.431 -0.53
H 0.650 1.206 0.689 0.25
H 1.785 -1.696 0.203 0.30
H -3.330 -0.035 1.131 0.25
C -2.327 -0.100 0.350 -0.22
O 0.974 -1.242 0.320 -0.38
```



Density functional theory data (ωB97M-V/def2-TZVPD) for a cluster of 13 separate species, H26O13 in total in a non-equilibrium geometry.

Gap between HOMO and LUMO, eV: 10.0
Max |F|, hartree/bohr: 0.095
Energy above the lowest of the compared OMol25 structures with the same formula, charge and spin, eV: 5.1307

XYZ file:
```
39
Properties=species:S:1:pos:R:3:mulliken_charge:R:1
O -0.155 -3.215 2.924 -0.63
O 0.621 -0.008 -0.919 -0.37
H -2.041 3.027 2.911 0.33
H -1.238 -3.363 -0.593 0.28
H 1.355 3.237 -0.744 0.36
H -3.381 0.537 -0.235 0.19
H 2.736 2.442 -2.023 0.27
H 1.089 -2.492 -2.077 0.28
H -4.233 -1.098 -2.076 0.32
H -0.217 -0.565 -0.797 0.25
H -1.102 2.492 1.945 0.26
O -1.497 -2.501 -0.991 -0.54
O -1.094 1.464 -1.968 -0.54
O -4.453 -1.518 -1.242 -0.56
H -4.517 -0.173 0.286 0.37
H 2.520 1.503 0.563 0.32
O 2.108 1.015 1.277 -0.62
H -0.322 -0.278 2.805 0.28
H -1.507 1.853 -1.194 0.30
O 0.063 -0.245 3.746 -0.59
H 1.301 0.666 0.733 0.32
H 1.980 1.191 -2.473 0.23
H -0.378 -3.764 2.073 0.30
H -2.330 -2.421 -0.583 0.27
H 5.135 -1.113 -0.439 0.28
H 0.778 -2.995 2.963 0.33
O 1.977 1.899 -1.765 -0.57
H 6.576 -0.740 -0.014 0.33
H -5.204 -2.028 -1.379 0.24
O 5.821 -1.352 0.107 -0.61
H -1.425 0.492 -1.905 0.24
O -1.527 3.355 2.102 -0.59
H 2.086 -3.600 -2.531 0.28
O 1.350 -3.446 -2.020 -0.59
H 0.210 4.236 -0.856 0.27
O 1.089 4.146 -0.969 -0.61
H 1.258 -0.566 -1.405 0.20
O -4.194 0.758 0.107 -0.59
H 0.001 0.699 3.941 0.30
```



Density functional theory data (ωB97M-V/def2-TZVPD) for a structure of composition C7H13NO in a non-equilibrium geometry.

Gap between HOMO and LUMO, eV: 7.5
Max |F|, hartree/bohr: 0.133
Energy above the lowest of the compared OMol25 structures with the same formula, charge and spin, eV: 10.7643

XYZ file:
```
22
Properties=species:S:1:pos:R:3:mulliken_charge:R:1
C 0.108 -0.176 -0.805 1.44
C -1.107 -0.084 -1.745 -1.22
H -0.392 -2.162 -0.800 0.35
H -1.125 -1.033 -2.536 0.25
O -1.839 1.135 1.027 -0.55
N 2.001 0.538 0.147 -0.51
H -2.289 -0.718 0.193 0.35
H -2.283 0.017 -1.278 0.29
H -0.221 1.922 0.511 0.27
H 1.558 -0.640 2.099 0.28
C -0.100 -0.527 0.690 0.93
C -1.582 -0.220 0.919 -0.51
H 1.875 -0.011 -1.645 0.45
C 0.442 -1.563 -0.395 -1.63
C 1.023 0.088 1.404 -0.81
H -2.118 -0.567 1.981 0.29
H 0.630 0.940 2.023 0.26
H -0.530 1.039 -2.307 0.25
H 1.280 1.767 -1.286 0.42
C 1.261 0.642 -1.046 -1.30
H 1.356 -2.036 -0.417 0.33
H 2.692 -0.328 0.097 0.36
```



Q: max |F| of number 3 (C24H20N3O7)?
A: 0.057 hartree/bohr



Q: What is the formula in the first record?
A: C40H52N4O12Se2SiSn